{
  "formula": "C2H6IO2",
  "method": "ωB97M-V with the def2-TZVPD basis set",
  "elements": ["I", "C", "C", "O", "O", "H", "H", "H", "H", "H", "H"],
  "xyz": [[-7.492975, -4.209652, -25.460992], [-11.550828, -4.692563, -24.463123], [-12.992772, -4.383309, -24.203185], [-13.625909, -3.791566, -25.361954], [-10.858687, -3.500828, -24.680024], [-11.473187, -5.377202, -25.320721], [-11.154548, -5.233141, -23.586104], [-13.076422, -3.658448, -23.391718], [-13.536448, -5.293519, -23.939238], [-14.341410, -4.369158, -25.632833], [-9.924246, -3.741068, -24.858326]],
  "forces_ev_per_angstrom": [[-0.009, -0.078, 0.029], [0.191, -0.324, 0.067], [-0.577, 0.301, -0.489], [0.073, -0.118, 0.251], [0.159, -0.048, 0.027], [-0.002, 0.070, -0.010], [-0.048, 0.016, -0.045], [0.039, -0.033, 0.099], [0.101, -0.066, 0.193], [0.040, -0.003, -0.041], [0.032, 0.283, -0.080]],
  "mulliken_charge": [-0.874, -0.239, -0.484, -0.515, -0.418, 0.270, 0.286, 0.230, 0.369, 0.290, 0.084],
  "total_charge": -1,
  "spin_multiplicity": 1,
  "lumo_ha": 0.117,
  "relative_energy_kcal_mol": 9.4,
  "homo_energy_ev": -3.66,
  "gap_ev": 6.8399,
  "total_energy_ha": -528.0544
}